The following is a DFT calculation (ωB97M-V with the def2-TZVPD basis set) of a structure of composition C22H35Cl2DyN4O3 at a distorted geometry.

The geometry in XYZ format:
```
67
Properties=species:S:1:pos:R:3:mulliken_spin:R:1
O -0.767 1.528 -0.770 0.0132
C -0.737 1.976 -2.095 -0.0054
C -2.112 1.942 -2.721 0.0007
C -3.143 1.201 -2.154 -0.0009
H -2.947 0.681 -1.228 0.0019
C -4.393 1.144 -2.752 -0.0002
H -5.181 0.550 -2.302 0.0001
C -4.638 1.842 -3.927 -0.0001
H -5.612 1.799 -4.396 0.0000
C -3.622 2.604 -4.490 0.0001
H -3.805 3.160 -5.401 0.0000
C -2.372 2.649 -3.892 -0.0003
H -1.580 3.240 -4.336 -0.0001
H -0.393 3.015 -2.133 0.0000
C 1.698 1.519 -2.489 -0.0033
C 0.295 1.139 -2.838 0.0157
H 2.417 1.290 -3.271 -0.0005
H 2.007 1.022 -1.571 0.0024
H 1.757 2.592 -2.288 -0.0001
C -0.059 0.156 -3.669 -0.0046
C 0.834 -0.769 -4.424 -0.0003
H -1.118 0.006 -3.847 -0.0011
H 0.718 -0.695 -5.501 0.0002
H 0.643 -1.809 -4.144 0.0003
H 1.885 -0.582 -4.189 0.0001
Dy 0.000 0.000 0.000 4.9453
Cl -1.862 -1.374 -0.196 0.0034
Cl 1.003 -0.871 -1.899 0.0205
H -4.575 2.603 1.776 0.0000
H -4.135 0.322 3.200 -0.0004
C -3.880 2.109 1.098 0.0000
C -3.391 0.097 2.436 -0.0018
N -2.914 1.336 1.847 -0.0029
H -3.376 2.864 0.502 0.0000
C -1.621 1.624 1.796 -0.0061
O -0.692 0.799 1.840 0.0220
H -2.558 -0.447 2.862 0.0007
H -1.411 2.700 1.736 -0.0011
H -4.440 1.451 0.433 -0.0003
H -3.840 -0.517 1.659 0.0000
H 4.555 2.224 1.899 0.0001
H 3.130 4.447 2.609 0.0001
C 4.102 2.475 0.939 0.0000
C 2.663 4.367 1.627 -0.0002
N 2.772 3.013 1.131 0.0013
H 4.052 1.583 0.324 -0.0002
C 1.694 2.310 0.781 0.0019
O 1.734 1.116 0.438 -0.0086
H 1.615 4.631 1.703 0.0001
H 0.755 2.861 0.792 -0.0016
H 4.734 3.201 0.428 0.0000
H 3.163 5.060 0.948 0.0000
C 0.601 -3.827 4.227 -0.0002
C 0.913 -3.221 2.899 0.0016
C 1.868 -3.658 2.014 0.0004
C 1.784 -2.786 0.943 0.0030
N 0.811 -1.867 1.192 0.0044
N 0.297 -2.146 2.381 0.0006
C 2.659 -2.881 -0.264 -0.0007
H 0.280 -4.881 4.090 0.0001
H 1.506 -3.801 4.869 0.0000
H -0.214 -3.264 4.728 0.0000
H 2.539 -4.499 2.133 0.0001
H -0.467 -1.600 2.834 0.0002
H 3.393 -3.706 -0.145 0.0000
H 2.049 -3.127 -1.154 0.0004
H 3.218 -1.933 -0.404 0.0004
```

The molecular weight is 636.953 g mol⁻¹. The calculation puts the max |F| at 0.151 Eh/bohr. For the LUMO energy (spin up / spin down), the calculation gives 0.0873 / 0.0912 eV. As for the HOMO energy (spin up / spin down): -5.97 / -5.98 eV. The total energy comes out at -84612.71099 eV. The multiplicity is 6. The net charge is 0.